A cluster of 7 separate species, C29H65ClN8O19P2 in total at a distorted geometry. Source: the Open Molecules 2025 dataset; level of theory: ωB97M-V/def2-TZVPD.

Total energy (Eh): -4153.28912
SMILES: C=CC[C@H](O[C@](CCCCl)(COCCC)[C@H](CC(=O)N(C)C)O[C@@H](CCC(C)C)P(=O)(O)O)[PH2]=N.C[N+](=O)[O-].C[N+](=O)[O-].C[N+](=O)[O-].C[N+](=O)[O-].C[N+](=O)[O-].C[N+](=O)[O-]
HOMO-LUMO gap (eV): 6.74
HOMO energy (eV): -7.666
Spin multiplicity: 1
LUMO energy (eV): -0.93

Structure (XYZ):
```
124
C29H65ClN8O19P2, DFT ωB97M-V/def2-TZVPD
C -3.79 -2.04 -5.52
C -2.36 -1.59 -5.34
C -1.27 -2.66 -4.67
C -1.28 -2.45 -3.00
O 0.05 -2.05 -2.64
C 0.29 -1.65 -1.26
C 0.83 -2.99 -0.48
C 1.90 -2.75 0.71
C 2.62 -4.24 1.00
Cl 3.16 -4.47 2.76
C -0.92 -0.97 -0.43
O -0.74 -0.97 1.06
C -2.07 -0.92 1.73
C -1.85 -1.15 3.37
C -1.80 -2.81 3.55
C 1.47 -0.47 -1.41
C 2.85 -1.04 -2.12
C 3.09 -0.50 -3.65
O 2.09 -0.34 -4.52
N 4.52 -0.22 -4.09
C 5.37 -1.48 -4.09
C 5.17 0.87 -3.25
O 1.68 0.31 -0.20
C 2.24 1.65 -0.47
C 1.14 2.87 -0.47
C 0.16 2.92 -1.77
C -0.43 4.40 -2.15
C -1.80 4.14 -3.07
C 0.58 5.28 -3.15
P 3.48 2.00 0.99
O 2.76 2.69 2.24
O 4.15 0.45 1.55
O 4.75 3.09 0.48
P -1.94 -4.09 -2.29
N -0.79 -5.24 -2.24
H -4.18 -2.42 -6.56
H -4.52 -2.05 -4.58
H -2.02 -0.49 -5.63
H -1.62 -3.76 -4.95
H -0.22 -2.38 -5.08
H -2.14 -1.64 -2.83
H 1.31 -3.72 -1.27
H -0.11 -3.55 0.01
H 2.79 -2.03 0.48
H 1.34 -2.49 1.73
H 1.91 -5.10 0.59
H 3.56 -4.26 0.27
H -0.96 0.19 -0.72
H -2.00 -1.38 -0.59
H -2.59 0.13 1.53
H -2.79 -1.80 1.40
H -0.81 -0.71 3.68
H -2.72 -0.66 3.99
H -1.51 -3.30 2.50
H -2.91 -3.16 3.76
H -1.04 -3.16 4.36
H 1.00 0.29 -2.21
H 3.74 -0.68 -1.42
H 2.91 -2.21 -2.16
H 6.50 -1.17 -3.96
H 5.26 -2.10 -5.10
H 5.13 -2.22 -3.22
H 5.52 0.36 -2.23
H 4.40 1.73 -3.04
H 6.18 1.25 -3.75
H 2.89 1.71 -1.45
H 1.77 3.89 -0.47
H 0.49 2.89 0.52
H -0.76 2.20 -1.57
H 0.70 2.50 -2.73
H -0.67 5.00 -1.15
H -1.62 4.38 -4.21
H -2.68 4.83 -2.65
H -2.18 3.03 -3.02
H 1.37 4.59 -3.67
H -0.02 5.85 -4.01
H 1.07 6.14 -2.50
H 4.79 0.11 0.83
H 5.63 2.58 0.57
H -3.02 -4.54 -3.15
H -2.54 -3.90 -0.96
H -1.14 -6.01 -2.89
C 4.59 2.17 4.73
N 5.49 2.48 5.87
O 5.86 3.65 6.00
O 5.79 1.53 6.61
H 4.40 3.09 4.17
H 5.09 1.43 4.10
H 3.65 1.78 5.14
C -2.73 4.31 1.01
N -2.99 2.97 0.41
O -3.67 2.18 1.06
O -2.50 2.76 -0.71
H -3.21 4.36 1.98
H -1.64 4.42 1.11
H -3.14 5.06 0.33
C 6.06 -6.26 4.26
N 6.49 -7.48 4.99
O 6.77 -8.48 4.31
O 6.53 -7.41 6.22
H 6.07 -6.47 3.19
H 5.06 -6.01 4.60
H 6.77 -5.47 4.50
C -7.29 1.43 0.61
N -7.92 2.76 0.42
O -7.29 3.75 0.81
O -9.04 2.78 -0.11
H -6.31 1.56 1.08
H -7.95 0.84 1.24
H -7.17 0.98 -0.38
C -6.42 -5.24 3.87
N -5.18 -4.51 3.52
O -5.30 -3.36 3.09
O -4.11 -5.11 3.69
H -7.28 -4.59 3.67
H -6.47 -6.14 3.25
H -6.37 -5.49 4.93
C -2.95 9.07 1.24
N -3.21 7.73 0.64
O -3.90 6.94 1.30
O -2.72 7.52 -0.47
H -3.44 9.12 2.22
H -1.87 9.18 1.34
H -3.36 9.82 0.56
```

Mulliken atomic charge list, values in e, 6 entries: -0.582, -0.439, -0.339, 0.306, -0.245, 0.227